C14H17BF6N6OTi | the ωB97M-V functional and the def2-TZVPD basis

XYZ file:
```
46
Properties=species:S:1:pos:R:3:lowdin_charge:R:1
H 0.33 2.96 0.59 0.12
N 0.00 1.47 -0.89 -0.08
B -0.32 0.12 -3.01 -0.45
N 0.04 1.45 -2.27 0.01
C 0.36 2.67 -2.72 0.03
Ti -0.17 -0.22 0.26 1.22
H 0.44 2.82 -3.79 0.15
C 0.55 3.51 -1.61 0.03
H 0.83 4.53 -1.64 0.11
C 0.31 2.73 -0.47 -0.05
H -0.23 0.25 -4.20 0.14
C -1.40 -1.75 1.29 -0.05
H -1.41 -1.81 2.38 0.07
H -0.57 -2.47 1.01 0.12
H -2.26 -2.19 0.75 0.08
N -1.78 -0.24 -2.65 -0.03
N 0.68 -0.98 -2.51 0.02
N -2.05 -0.38 -1.32 -0.03
N 0.80 -1.22 -1.15 -0.08
C -2.91 -0.41 -3.36 -0.01
C 1.52 -1.78 -3.18 0.03
H -2.85 -0.35 -4.44 0.15
H 1.56 -1.72 -4.27 0.16
C -3.95 -0.70 -2.48 0.00
C 2.20 -2.58 -2.26 0.02
C -3.35 -0.69 -1.22 -0.12
C 1.72 -2.23 -0.99 -0.03
H -4.96 -0.92 -2.69 0.11
H 2.94 -3.34 -2.48 0.13
H -3.78 -0.91 -0.20 0.14
H 1.95 -2.60 -0.01 0.13
H -1.70 -0.64 1.14 0.06
C 2.24 1.50 3.04 0.05
C 1.15 0.47 3.02 -0.33
O 0.81 0.06 1.69 -0.17
C 1.65 -0.81 3.77 -0.48
F 2.10 -0.60 5.04 0.18
F 0.69 -1.78 3.82 0.15
F 2.68 -1.35 3.05 0.14
C -0.05 1.06 3.80 -0.50
F 0.31 1.51 5.03 0.18
F -0.56 2.12 3.11 0.14
F -1.09 0.21 3.98 0.16
H 3.13 1.09 2.54 0.12
H 2.49 1.79 4.06 0.13
H 1.92 2.38 2.47 0.11
```

Maximum force (eV Å⁻¹): 4.2
Energy above the lowest of the compared OMol25 structures with the same formula, charge and spin (eV): 0.9596
HOMO energy (eV): -15.799
Molar mass (g/mol): 458.0
E (Ha): -2420.5090
Net charge: +2
LUMO energy (eV): -9.40
Spin multiplicity: 1
Gap between HOMO and LUMO (eV): 6.4